# C33H39BO4S

A cluster of 2 separate species, C33H39BO4S in total (wB97M-V/def2-TZVPD, the OMol25 dataset).

Output
* strongest force on any atom: 0.0671 Eh/bohr
* frontier orbital gap: 7.7 eV
* structure (SMILES): COc1ccc(C(B2OC(C)(C)C(C)(C)O2)c2ccc(OC)cc2)cc1.Cc1ccc(-c2ccc(C)s2)cc1
* HOMO level: -0.266 hartree

```
! wB97M-V def2-TZVPD RIJCOSX def2/J DEFGRID3
* xyz 0 1
C 2.6762 6.1920 1.2115
O 1.3455 5.8200 1.6254
C 0.8186 4.6752 1.1085
C -0.5097 4.3842 1.4869
C -1.0924 3.2125 1.0747
C -0.3924 2.3022 0.2680
C -1.1053 1.0309 -0.0851
B -1.1924 0.1808 1.2124
O -0.2091 0.4518 2.1404
C -0.6498 -0.1602 3.3590
C 0.5743 -0.8258 3.9679
C -1.0662 0.9910 4.2771
C -1.8420 -1.1250 2.9008
C -1.5816 -2.6011 3.1461
C -3.2163 -0.7452 3.4661
O -1.9695 -0.9133 1.4684
C -1.1909 0.6290 -1.5201
C -2.1485 -0.3620 -1.7975
C -2.6873 -0.5118 -3.0501
C -2.3286 0.3932 -4.0777
O -3.0796 0.3932 -5.2140
C -2.8899 1.4918 -6.1428
C -1.2629 1.2927 -3.8551
C -0.7271 1.4201 -2.5821
C 0.9070 2.5925 -0.1282
C 1.5222 3.7723 0.2798
H 2.8370 7.1540 1.6956
H 3.4226 5.4631 1.5617
H 2.7344 6.3021 0.1175
H -1.0387 5.0863 2.1252
H -2.1191 2.9828 1.3668
H -2.1811 1.2851 0.0973
H 0.3176 -1.2822 4.9323
H 1.0108 -1.5816 3.3034
H 1.3379 -0.0566 4.1504
H -1.3133 0.5997 5.2684
H -0.2204 1.6887 4.3736
H -1.9190 1.5644 3.8794
H -1.5539 -2.7979 4.2295
H -2.3969 -3.2058 2.7233
H -0.6408 -2.9401 2.6904
H -3.2197 -0.8198 4.5614
H -3.5261 0.2692 3.1663
H -3.9657 -1.4454 3.0664
H -2.5071 -0.9534 -0.9567
H -3.4441 -1.2610 -3.2501
H -3.5687 1.2637 -6.9677
H -3.1623 2.4524 -5.6773
H -1.8518 1.5338 -6.5093
H -0.9494 1.9637 -4.6564
H 0.0071 2.2134 -2.4363
H 1.4529 1.8798 -0.7455
H 2.5523 3.9903 -0.0139
C 2.2186 -0.5706 -4.9554
C 1.7920 -0.8926 -3.5604
C 2.4256 -0.2834 -2.4711
C 2.2005 -0.7478 -1.1859
C 1.3930 -1.9026 -1.0112
C 1.6361 -2.7789 0.0881
C 2.5886 -2.6784 1.1067
C 2.7066 -3.8643 1.8760
C 1.8010 -4.8460 1.4986
C 1.7525 -6.2502 1.9610
S 0.7689 -4.2920 0.2404
C 0.5266 -2.2901 -2.0503
C 0.7494 -1.8128 -3.3279
H 1.6988 -1.2124 -5.6752
H 2.0167 0.4814 -5.2025
H 3.2988 -0.7403 -5.0739
H 3.1496 0.5118 -2.6495
H 2.7212 -0.3356 -0.3217
H 3.1865 -1.7811 1.2405
H 3.4338 -4.0274 2.6700
H 2.5442 -6.4075 2.6982
H 0.7805 -6.5035 2.3975
H 1.9229 -6.9129 1.1019
H -0.2767 -3.0022 -1.8613
H 0.1676 -2.1902 -4.1690
*
```

These are the Löwdin partial charges, in e, on atoms 1 to 8: C -0.074; O -0.101; C -0.274; C 0.004; C -0.027; C -0.198; C -0.086; B -0.643

***

# C13H15B2CrN4O25

A structure of composition C13H15B2CrN4O25 (wB97M-V/def2-TZVPD, the OMol25 dataset).

Output
* ΔE to the lowest compared entry with this formula, charge and spin: 264.31 kJ/mol
* strongest force on any atom: 0.1386 Eh/bohr
* frontier orbital gap (spin up / spin down): 6.9 / 7.1 eV
* HOMO level (spin up / spin down): -0.229 / -0.236 hartree

```
! wB97M-V def2-TZVPD RIJCOSX def2/J DEFGRID3
* xyz -1 5
Cr 0.3205 1.6957 0.0571
O -0.3898 -0.0460 1.0354
C -0.8969 -1.1531 1.0779
O -1.5032 -1.8038 0.1240
B -1.9738 -3.1023 0.6008
O -1.6774 -3.1001 2.0695
C -1.0563 -1.9626 2.3595
O -0.6748 -1.6471 3.4446
O -1.3259 -4.2772 -0.0167
C -2.1395 -5.0555 -0.4912
O -1.9333 -6.1832 -0.9047
C -3.5578 -4.4610 -0.2491
O -3.3800 -3.3009 0.3802
O -4.6005 -4.9597 -0.6859
O 0.8706 0.4196 -1.7735
C 0.8756 -0.5683 -2.4858
O 0.9593 -1.8429 -2.0243
B 1.1492 -2.8214 -3.1355
O 0.9159 -1.9589 -4.3581
C 0.8139 -0.6570 -4.0576
O 0.6645 0.3108 -4.8205
O 2.4377 -3.5278 -3.0494
C 2.2241 -4.8170 -2.8457
O 3.0395 -5.7106 -2.6807
C 0.7468 -5.0464 -2.7420
O 0.1732 -3.8831 -3.0691
O 0.2113 -6.1519 -2.5617
C 1.8503 4.7652 -0.2101
O 1.3256 3.4631 -0.4719
H 2.5491 4.5506 0.5984
H 2.4298 5.2530 -0.9940
H 1.0082 5.4109 0.0387
C 4.2611 -0.5973 0.0181
N 3.5915 0.6771 0.5504
O 4.3585 1.6116 0.9083
O 2.3620 0.8105 0.4437
H 5.1337 -0.3431 -0.5836
H 3.5446 -1.3012 -0.4052
H 4.5883 -1.1431 0.9031
C -3.7708 1.9639 -2.0119
N -2.5249 1.1942 -1.9711
O -1.6285 1.6138 -1.2566
O -2.4245 0.1918 -2.7296
H -3.4310 2.9980 -2.0690
H -4.3323 1.7830 -1.0953
H -4.3684 1.6249 -2.8581
C 2.6115 3.0506 3.6370
N 1.2637 2.4494 3.7311
O 0.9090 1.8466 2.7386
O 0.6585 2.5555 4.7849
H 3.1292 2.6031 2.7886
H 3.1539 3.0404 4.5824
H 2.5246 4.1155 3.4216
C -2.7630 3.1383 3.2593
N -2.6065 3.0760 1.8052
O -1.5720 2.5168 1.4200
O -3.5794 3.3404 1.1126
H -2.4362 4.1223 3.5953
H -2.2871 2.2373 3.6462
H -3.8214 2.9922 3.4754
*
```

These are the Löwdin partial charges, in e, on atoms 1 to 8: Cr 0.894; O 0.045; C -0.304; O 0.290; B -0.860; O 0.242; C -0.388; O 0.162

***

# C40H42As3F10N3O8Pd

A structure of composition C40H42As3F10N3O8Pd (wB97M-V/def2-TZVPD, the OMol25 dataset).

Output
* ΔE to the lowest compared entry with this formula, charge and spin: 154.33 kJ/mol
* strongest force on any atom: 0.0317 Eh/bohr
* frontier orbital gap (spin up / spin down): 7.0 / 5.3 eV
* HOMO level (spin up / spin down): -0.482 / -0.486 hartree

```
! wB97M-V def2-TZVPD RIJCOSX def2/J DEFGRID3
* xyz 2 5
Pd 0.2852 0.4471 -0.2382
C 1.1935 3.9443 -0.2848
N 0.1942 2.9255 -0.0273
C -0.1419 2.7952 1.3939
C 0.8657 1.9202 2.1592
N 0.9921 0.5948 1.5880
C 1.6330 -0.3802 2.2429
C 2.4033 -0.2353 3.4263
F 2.6286 0.9852 3.9362
C 2.9750 -1.3154 4.0792
F 3.6886 -1.1037 5.1724
C 2.8079 -2.6154 3.5944
F 3.3414 -3.6427 4.2282
C 2.0650 -2.8032 2.4221
F 1.8856 -4.0216 1.9294
C 1.5149 -1.7177 1.7739
F 0.7593 -1.9225 0.6650
C -0.9552 3.0059 -0.9274
C -0.7711 2.2522 -2.2579
N -0.3279 0.8733 -2.1086
C -0.0991 0.1474 -3.2201
C -0.5045 0.4554 -4.5495
F -1.2167 1.5612 -4.8051
C -0.2221 -0.3719 -5.6288
F -0.6746 -0.0392 -6.8254
C 0.5474 -1.5296 -5.4730
F 0.8481 -2.3011 -6.5011
C 0.9843 -1.8587 -4.1897
F 1.7347 -2.9344 -3.9713
C 0.6232 -1.0664 -3.1177
F 0.9826 -1.4737 -1.8694
H 0.7847 4.9533 -0.1460
H 1.5613 3.8597 -1.3089
H 2.0306 3.8277 0.4014
H -1.1306 2.3245 1.4853
H -0.1796 3.7820 1.8751
H 0.5063 1.8389 3.1931
H 1.8446 2.4211 2.1979
H -1.1737 4.0519 -1.1778
H -1.8293 2.5858 -0.4177
H -0.0536 2.7777 -2.9052
H -1.7443 2.2903 -2.7619
C -4.4506 3.5683 0.9441
O -3.6402 2.3885 0.9361
C -3.8203 1.5868 2.0180
O -4.5851 1.8536 2.9178
C -3.0316 0.3830 1.9730
C -3.0203 -0.4600 3.1030
As -4.5595 -1.6951 3.0485
C -5.9594 -0.7385 2.0646
C -3.6762 -2.5638 1.5110
C -2.6628 -2.1602 0.7372
As -2.0961 -0.3182 0.4064
C -3.3649 -0.0427 -1.0958
C -2.2097 -3.1563 -0.2607
O -2.3915 -4.3371 -0.1285
O -1.6046 -2.5947 -1.3101
C -1.2643 -3.5379 -2.3316
C -4.5943 -3.6587 1.0163
O -5.2862 -3.2875 0.1005
O -4.7698 -4.7854 1.6390
C -3.8482 -5.2422 2.6134
C -1.7654 -1.0130 3.5534
O -0.7934 -0.9087 2.7975
O -1.5906 -1.6170 4.7100
C -2.5969 -1.6579 5.7086
H -4.2660 4.0761 0.0014
H -4.1818 4.2030 1.7910
H -5.5029 3.2969 1.0400
H -6.3188 0.0709 2.7004
H -6.7798 -1.4344 1.8814
H -5.6109 -0.3484 1.1095
H -4.2235 -0.7108 -0.9875
H -2.8623 -0.2885 -2.0319
H -3.7177 0.9865 -1.1412
H -0.3186 -4.0237 -2.0853
H -1.2058 -2.9912 -3.2680
H -2.0427 -4.3007 -2.3959
H -2.9572 -5.6313 2.1171
H -4.3619 -6.0454 3.1381
H -3.5756 -4.4490 3.3224
H -2.0672 -1.6617 6.6615
H -3.1810 -2.5811 5.6123
H -3.2545 -0.7855 5.6505
C 4.0156 1.5800 0.3743
As 2.7731 0.6734 -0.8531
C 3.7126 -1.0422 -0.8778
C 3.3043 1.3981 -2.6739
C 4.7420 1.7863 -2.7295
C 5.1389 3.0832 -2.3845
C 6.4554 3.4789 -2.5235
C 7.4068 2.5814 -2.9935
C 7.0294 1.2852 -3.3220
C 5.7119 0.8873 -3.1832
H 5.0254 1.2346 0.1449
H 3.7877 1.3030 1.4036
H 4.0016 2.6636 0.2784
H 4.7516 -0.8444 -1.1512
H 3.2883 -1.7499 -1.5874
H 3.6883 -1.4937 0.1151
H 2.6703 2.2591 -2.8975
H 3.0878 0.5933 -3.3841
H 4.3935 3.7915 -2.0431
H 6.7463 4.4877 -2.2726
H 8.4352 2.8908 -3.1055
H 7.7665 0.5907 -3.6948
H 5.4208 -0.1122 -3.4779
*
```

These are the Löwdin partial charges, in e, on atoms 1 to 8: Pd 0.688; C -0.064; N -0.273; C -0.166; C -0.161; N -0.083; C -0.211; C -0.104

***

# C3H10NO

A cluster of 2 separate species, C3H10NO in total (wB97M-V/def2-TZVPD, the OMol25 dataset).

Output
* ΔE to the lowest compared entry with this formula, charge and spin: 144.91 kJ/mol
* strongest force on any atom: 0.0444 Eh/bohr
* frontier orbital gap: 11.8 eV
* HOMO level: -0.555 hartree

```
! wB97M-V def2-TZVPD RIJCOSX def2/J DEFGRID3
* xyz 1 1
C 0.5367 1.4030 2.3183
O -0.4816 0.7668 1.4477
H 0.1300 1.4783 3.3633
H 1.4347 0.6852 2.2342
H 0.8023 2.4327 1.9275
H -1.1653 1.4102 1.5175
C 0.3723 -0.4747 -1.5201
C -0.3294 -0.6407 -2.6456
N -0.0685 -1.2243 -0.2852
H 1.2615 0.0822 -1.3352
H -0.1049 0.0747 -3.4492
H -1.0643 -1.4599 -2.7395
H -0.9664 -1.7030 -0.4703
H 0.7080 -1.8255 -0.0223
H -0.1813 -0.4649 0.4732
*
```

These are the Löwdin partial charges, in e, on atoms 1 to 8: C -0.068; O -0.165; H 0.101; H 0.108; H 0.103; H 0.081; C -0.128; C 0.073

***

# C5H11N3O

A structure of composition C5H11N3O (wB97M-V/def2-TZVPD, the OMol25 dataset).

Output
* ΔE to the lowest compared entry with this formula, charge and spin: 726.45 kJ/mol
* strongest force on any atom: 0.1473 Eh/bohr
* frontier orbital gap: 9.4 eV
* HOMO level: -0.330 hartree

```
! wB97M-V def2-TZVPD RIJCOSX def2/J DEFGRID3
* xyz 0 1
C 1.5360 1.2126 1.9776
C 0.1139 -0.8428 1.1791
C -0.1163 -0.2137 -0.0837
C 0.7821 -0.6912 -1.3156
C -2.6801 -0.0887 -2.1816
H 1.8958 1.9401 1.2044
H 2.1028 1.2712 2.9874
H 0.4340 1.5925 2.2236
H 2.4994 -0.5376 1.3511
H -0.4176 -0.2150 1.8545
H 0.1681 -1.9640 1.4459
H -0.5195 0.8660 0.1029
H 1.2773 -0.0397 -1.9793
H 1.1630 -1.7162 -0.9264
H -0.9046 1.1527 -1.9563
H -3.0387 -1.0528 -1.6116
N 1.4370 -0.2927 1.7384
N -0.7085 -0.9820 -1.2341
N -1.3298 -0.0570 -2.1133
O -3.6941 0.6584 -2.6631
*
```

These are the Löwdin partial charges, in e, on atoms 1 to 8: C -0.172; C -0.217; C -0.300; C -0.027; C -0.293; H 0.064; H 0.088; H 0.096